Entry 1:
Below is a cluster of 8 separate species, C28H47NO20 in total in a non-equilibrium geometry, with properties calculated with wB97M-V/def2-TZVPD.

Structure (XYZ):
```
96
C28H47NO20 | the OMol25 dataset | wB97M-V/def2-TZVPD
C -24.721 -22.262 21.998
C -26.121 -22.296 21.330
C -25.907 -22.559 19.826
O -26.879 -23.612 19.618
C -27.351 -24.067 20.816
O -27.909 -25.104 20.903
O -26.851 -23.375 21.875
H -24.607 -21.829 22.991
H -24.011 -21.699 21.385
H -24.325 -23.279 22.009
H -26.598 -21.329 21.498
H -24.928 -22.992 19.614
H -26.071 -21.753 19.112
C -32.701 -25.584 16.674
C -32.312 -25.589 15.166
C -30.855 -26.013 14.854
O -31.032 -26.965 13.798
C -32.333 -27.317 13.722
O -32.781 -28.171 13.014
O -33.044 -26.686 14.646
H -32.128 -24.930 17.325
H -32.484 -26.599 17.023
H -33.780 -25.530 16.807
H -32.698 -24.705 14.650
H -30.417 -26.469 15.737
H -30.416 -25.077 14.515
C -32.964 -21.403 14.896
C -32.792 -20.177 14.016
C -31.759 -19.138 14.478
O -30.748 -19.198 13.494
C -31.161 -19.863 12.407
O -30.553 -19.795 11.396
O -32.304 -20.541 12.715
H -32.181 -22.150 15.008
H -33.756 -21.939 14.356
H -33.374 -21.145 15.871
H -33.735 -19.645 13.902
H -31.339 -19.333 15.460
H -32.218 -18.150 14.453
C -28.718 -20.276 15.636
C -27.861 -21.461 15.207
C -27.884 -22.727 16.017
O -27.504 -23.694 15.037
C -28.120 -23.304 13.901
O -28.351 -23.990 12.957
O -28.456 -21.986 14.005
H -29.676 -20.670 15.980
H -28.903 -19.643 14.771
H -28.233 -19.633 16.369
H -26.860 -21.197 14.843
H -28.884 -23.006 16.355
H -27.130 -22.746 16.803
C -29.078 -19.969 19.844
C -29.644 -21.360 20.110
C -31.109 -21.495 20.584
O -31.707 -21.850 19.338
C -30.798 -22.248 18.421
O -31.029 -22.800 17.384
O -29.573 -22.052 18.885
H -29.059 -19.300 20.706
H -29.723 -19.432 19.138
H -28.114 -19.970 19.336
H -29.014 -21.915 20.810
H -31.383 -20.491 20.904
H -31.214 -22.275 21.333
C -26.190 -17.735 20.719
C -25.859 -17.322 19.286
C -24.382 -17.204 18.841
O -24.487 -17.535 17.477
C -25.489 -18.422 17.308
O -25.609 -19.083 16.326
O -26.292 -18.335 18.372
H -25.670 -18.679 20.924
H -27.198 -18.022 21.003
H -25.747 -16.939 21.319
H -26.497 -16.470 19.025
H -23.636 -17.823 19.342
H -24.102 -16.152 18.923
C -35.724 -20.466 17.766
N -35.068 -19.145 17.809
C -35.817 -17.967 17.533
C -33.731 -19.160 18.079
O -33.130 -18.090 18.085
H -35.544 -21.034 18.682
H -35.324 -21.089 16.966
H -36.795 -20.294 17.703
H -36.710 -18.200 16.951
H -36.291 -17.480 18.401
H -35.253 -17.120 17.148
H -33.368 -20.172 18.300
C -32.663 -23.297 24.212
O -32.193 -21.982 24.016
H -31.929 -24.047 23.903
H -32.760 -23.546 25.274
H -33.603 -23.460 23.681
H -32.360 -21.450 24.795
```

E	-2654.6853	Eh
SMILES	C[C@H]1COC(=O)O1.C[C@H]1COC(=O)O1.C[C@H]1COC(=O)O1.C[C@H]1COC(=O)O1.C[C@H]1COC(=O)O1.C[C@H]1COC(=O)O1.CN(C)C=O.CO
E_LUMO	-0.11	eV
strongest force on any atom	3.35	eV/Å
HOMO energy	-9.612	eV
Kohn-Sham gap	9.50	eV



Entry 2:
Below is a structure of composition C28H48AlF7N4O4Si in a non-equilibrium geometry, with properties calculated with wB97M-V/def2-TZVPD.

Structure (XYZ):
```
93
C28H48AlF7N4O4Si | the OMol25 dataset | wB97M-V/def2-TZVPD
C 7.932 -2.137 0.000
C 7.701 -0.580 -0.084
O 8.694 0.110 -0.158
N 6.341 -0.023 -0.029
C 6.274 0.637 1.317
C 6.117 0.960 -1.120
C 4.831 0.646 -1.979
C 3.594 0.211 -1.110
C 2.316 -0.140 -2.005
N 1.206 0.804 -1.750
C 0.264 0.642 -0.885
N 0.285 -0.549 -0.049
C -0.677 -0.171 1.026
C -1.097 1.334 0.877
C -2.442 1.808 1.543
O -2.445 3.150 2.000
C -3.209 4.038 1.181
O -3.931 4.897 2.074
C -5.083 4.208 2.575
C -6.330 4.284 1.627
O -6.563 5.594 1.080
C 0.048 2.105 1.704
C 0.024 1.764 3.252
C -0.075 3.044 4.164
F 1.285 1.163 3.587
N -0.824 1.534 -0.561
C -1.889 1.421 -1.551
F -1.271 1.732 -2.793
F -2.856 2.408 -1.421
C -2.531 0.004 -1.750
C -4.036 -0.126 -1.262
Si -4.643 -1.896 -1.746
C -6.517 -1.899 -1.329
C -4.316 -2.334 -3.562
C -3.732 -3.052 -0.506
C -2.430 -3.667 -0.777
C -1.794 -4.497 0.254
C -2.481 -4.679 1.537
C -3.788 -4.100 1.837
C -4.412 -3.272 0.790
H 8.419 -2.432 0.969
H 8.585 -2.465 -0.862
H 6.948 -2.670 -0.045
H 6.899 0.012 2.020
H 5.225 0.632 1.714
H 6.734 1.658 1.325
H 6.055 2.000 -0.680
H 7.027 0.992 -1.786
H 5.127 -0.117 -2.751
H 4.606 1.596 -2.553
H 3.367 1.062 -0.416
H 3.926 -0.662 -0.488
H 2.659 -0.025 -3.071
H 2.040 -1.205 -1.823
H 1.200 1.660 -2.318
H 0.035 -1.391 -0.573
H -0.379 -0.589 2.015
H -1.659 -0.722 0.847
H -2.580 1.163 2.461
H -3.315 1.560 0.882
H -3.978 3.543 0.535
H -2.554 4.707 0.554
H -5.407 4.607 3.577
H -4.883 3.110 2.753
H -6.139 3.598 0.741
H -7.276 3.899 2.101
H -7.160 5.431 0.327
H 0.017 3.216 1.518
H 1.082 1.793 1.363
H -0.746 1.005 3.531
H 0.875 3.618 4.045
H -1.006 3.637 3.999
H -0.139 2.652 5.221
H -2.566 -0.196 -2.861
H -1.950 -0.842 -1.310
H -4.157 -0.082 -0.149
H -4.639 0.658 -1.802
H -6.654 -1.441 -0.303
H -6.951 -2.928 -1.273
H -7.089 -1.218 -2.023
H -4.565 -1.452 -4.208
H -3.246 -2.614 -3.732
H -5.012 -3.160 -3.890
H -1.959 -3.454 -1.768
H -0.791 -4.945 0.061
H -1.992 -5.282 2.339
H -4.320 -4.210 2.805
H -5.392 -2.788 0.994
F 9.006 -4.936 -1.417
Al 10.030 -5.260 -2.803
F 9.416 -6.648 -3.668
F 11.656 -5.583 -2.261
F 10.030 -3.866 -3.858
```

E	-2846.7881	Eh
E_LUMO	-2.21	eV
strongest force on any atom	4.06	eV/Å
HOMO energy	-9.307	eV
Kohn-Sham gap	7.10	eV



Entry 3:
Below is a structure of composition C28H48As2N2O2PS3W, with properties calculated with wB97M-V/def2-TZVPD.

Structure (XYZ):
```
87
C28H48As2N2O2PS3W | the OMol25 dataset | wB97M-V/def2-TZVPD
W 0.469 -0.251 -0.035
C -0.920 5.319 0.610
C -1.495 3.908 0.806
C -2.603 3.620 -0.212
C -0.380 2.897 0.746
C 0.487 2.795 -0.343
C 1.648 1.991 -0.287
C 2.053 1.351 0.902
C 3.510 1.115 1.178
C 1.057 1.246 1.896
C -0.126 2.005 1.798
H -1.706 6.054 0.777
H -0.556 5.463 -0.409
H -0.108 5.531 1.306
H -1.925 3.850 1.810
H -2.221 3.652 -1.236
H -3.371 4.387 -0.130
H -3.078 2.651 -0.045
H 0.298 3.374 -1.241
H 2.364 2.075 -1.092
H 3.702 0.284 1.849
H 3.880 2.017 1.674
H 4.085 0.985 0.266
H 1.269 0.725 2.819
H -0.831 1.969 2.621
C 1.637 -1.893 -3.498
As 2.061 -0.485 -2.250
C 2.066 1.098 -3.378
C 3.851 -0.837 -1.654
C 4.952 -0.457 -2.414
C 6.226 -0.829 -1.998
C 6.393 -1.585 -0.845
C 5.291 -1.973 -0.091
C 4.018 -1.591 -0.496
As 2.443 -2.084 0.485
C 2.053 -3.924 0.038
C 2.871 -2.232 2.369
H 2.390 -1.823 -4.286
H 0.644 -1.741 -3.914
H 1.702 -2.869 -3.026
H 2.934 1.720 -3.160
H 1.147 1.661 -3.231
H 2.123 0.771 -4.415
H 4.837 0.116 -3.326
H 7.087 -0.534 -2.582
H 7.386 -1.875 -0.529
H 5.444 -2.566 0.802
H 2.947 -4.501 0.278
H 1.832 -4.039 -1.019
H 1.218 -4.282 0.639
H 3.840 -2.719 2.479
H 2.109 -2.861 2.823
H 2.901 -1.264 2.861
C -3.330 0.530 -4.262
C -2.964 -0.910 -4.485
O -2.079 -1.447 -3.392
P -1.989 -1.261 -1.875
S -1.269 0.636 -1.342
S -0.462 -2.332 -1.127
O -3.303 -1.513 -1.118
C -4.669 -1.884 -1.647
C -5.432 -2.528 -0.529
H -3.988 0.839 -5.075
H -2.456 1.180 -4.281
H -3.883 0.677 -3.331
H -2.359 -1.061 -5.373
H -3.820 -1.577 -4.516
H -4.503 -2.567 -2.478
H -5.116 -0.955 -1.991
H -4.945 -3.440 -0.189
H -6.422 -2.792 -0.904
H -5.565 -1.844 0.308
S -0.508 -1.563 1.819
C -1.263 -0.626 3.126
N -0.698 -0.632 4.314
C -1.382 -0.114 5.525
C -2.883 -0.230 5.330
C -3.290 0.446 4.033
N -2.434 -0.055 2.929
H 0.130 -1.198 4.433
H -1.077 0.922 5.680
H -1.031 -0.696 6.373
H -3.396 0.247 6.164
H -3.182 -1.279 5.319
H -3.194 1.532 4.093
H -4.320 0.211 3.772
H -2.829 -0.133 2.003
```

⟨S²⟩	0.771
multiplicity	2
E	-7428.9630	Eh
E_LUMO (spin up / spin down)	-13.31 / -13.06	eV
strongest force on any atom	0.51	eV/Å
total charge	+4
HOMO energy (spin up / spin down)	-19.541 / -19.689	eV
Kohn-Sham gap (spin up / spin down)	6.23 / 6.63	eV



Entry 4:
Below is a structure of composition C28H48BrCrN3P2S in a non-equilibrium geometry, with properties calculated with wB97M-V/def2-TZVPD.

Structure (XYZ):
```
84
C28H48BrCrN3P2S | the OMol25 dataset | wB97M-V/def2-TZVPD
N -5.096 3.425 -3.356
C -5.025 3.710 -2.042
C -4.190 3.012 -1.176
C -3.345 2.004 -1.691
C -3.526 1.632 -3.047
C -4.411 2.375 -3.830
C -2.264 1.485 -0.907
Cr -0.228 0.104 0.005
P 2.139 0.039 -0.279
C -1.010 1.131 -1.543
C -0.021 2.242 -1.777
C 0.682 2.190 -2.976
C 1.761 3.038 -3.213
C 2.104 3.971 -2.223
C 1.252 4.190 -1.115
C 0.182 3.300 -0.868
Br 3.683 4.920 -2.372
H -2.327 1.692 0.167
H -1.089 0.396 -2.351
H -4.159 3.308 -0.124
H -2.959 0.801 -3.456
H -5.670 4.529 -1.697
H -4.563 2.087 -4.874
H 0.373 1.414 -3.679
H -0.472 3.397 0.007
H 2.354 2.882 -4.104
H 1.467 5.040 -0.458
P -1.107 -2.051 -0.224
C 3.225 1.459 0.175
C 4.762 1.413 -0.029
H 3.033 1.556 1.263
H 2.866 2.397 -0.296
H 5.143 2.416 0.230
H 5.269 0.698 0.650
H 5.062 1.227 -1.075
C 3.028 -0.549 -1.825
C 4.427 -1.210 -1.854
H 3.096 0.346 -2.468
H 2.339 -1.234 -2.345
H 4.577 -1.533 -2.899
H 5.268 -0.535 -1.627
H 4.503 -2.116 -1.232
C 1.944 -1.025 1.228
C 3.089 -1.486 2.142
H 1.449 -1.953 0.878
H 1.206 -0.535 1.923
H 2.635 -2.232 2.824
H 3.910 -1.983 1.598
H 3.491 -0.679 2.778
C -1.123 -3.059 1.308
C -1.733 -4.463 1.232
H -1.657 -2.449 2.056
H -0.084 -3.107 1.653
H -2.817 -4.442 1.405
H -1.540 -4.978 0.283
H -1.308 -5.082 2.033
C 0.074 -2.806 -1.407
C -0.099 -2.342 -2.855
H -0.026 -3.895 -1.307
H 1.081 -2.549 -1.053
H -0.992 -2.764 -3.326
H -0.163 -1.251 -2.938
H 0.770 -2.654 -3.445
C -2.740 -2.467 -0.968
C -4.011 -1.953 -0.306
H -2.745 -3.560 -1.018
H -2.697 -2.125 -2.011
H -4.045 -0.861 -0.264
H -4.870 -2.281 -0.906
H -4.145 -2.358 0.703
C -1.128 -0.602 5.850
N -1.387 -0.755 4.419
C -0.922 0.131 3.523
S -1.635 0.250 1.955
N 0.056 0.994 3.900
C 1.321 0.568 4.527
H -1.019 0.451 6.132
H -0.233 -1.159 6.134
H -1.947 -1.036 6.421
H -2.236 -1.252 4.132
H 0.186 1.747 3.226
H 2.176 0.975 3.962
H 1.362 0.949 5.556
H 1.425 -0.523 4.558
```

⟨S²⟩	6.293
multiplicity	5
E	-5958.7494	Eh
E_LUMO (spin up / spin down)	-6.94 / -6.37	eV
strongest force on any atom	1.91	eV/Å
total charge	+2
HOMO energy (spin up / spin down)	-12.784 / -13.289	eV
Kohn-Sham gap (spin up / spin down)	5.84 / 6.92	eV



Entry 5:
Below is a structure of composition C28H48Cl2MnO3P2 in a non-equilibrium geometry, with properties calculated with wB97M-V/def2-TZVPD.

Structure (XYZ):
```
84
C28H48Cl2MnO3P2 | the OMol25 dataset | wB97M-V/def2-TZVPD
P 0.074 -0.580 -1.230
C 1.650 0.067 -2.052
C 1.919 -0.305 -3.511
C 3.330 0.136 -3.910
C 3.599 1.615 -3.621
C 3.219 2.027 -2.198
C 1.801 1.577 -1.826
C -1.366 0.311 -2.058
C -1.284 0.492 -3.569
C -2.601 1.067 -4.097
C -2.990 2.364 -3.388
C -2.940 2.264 -1.863
C -1.637 1.643 -1.346
C -0.075 -2.273 -2.006
C 1.129 -3.130 -1.572
C 1.031 -4.548 -2.140
C -0.304 -5.228 -1.819
C -1.508 -4.356 -2.187
C -1.414 -2.932 -1.629
H 2.413 -0.436 -1.433
H 1.186 0.190 -4.159
H 1.808 -1.383 -3.683
H 3.486 -0.079 -4.973
H 4.052 -0.475 -3.351
H 4.656 1.832 -3.796
H 3.031 2.225 -4.329
H 3.922 1.573 -1.485
H 3.301 3.114 -2.078
H 1.618 1.816 -0.770
H 1.069 2.129 -2.435
H -2.214 -0.359 -1.841
H -3.394 0.320 -3.958
H -1.055 -0.457 -4.076
H -0.475 1.194 -3.809
H -2.507 1.236 -5.175
H -3.993 2.661 -3.705
H -2.315 3.158 -3.717
H -3.075 3.256 -1.419
H -3.778 1.644 -1.517
H -1.705 1.476 -0.261
H -0.804 2.341 -1.516
H -0.056 -2.141 -3.101
H 2.079 -2.684 -1.902
H 1.173 -3.169 -0.472
H 1.155 -4.493 -3.231
H 1.864 -5.148 -1.756
H -0.343 -5.465 -0.750
H -0.366 -6.180 -2.355
H -2.435 -4.824 -1.836
H -1.582 -4.291 -3.282
H -2.261 -2.350 -2.019
H -1.525 -2.944 -0.532
Mn -0.184 0.562 2.974
Cl -1.987 -0.262 1.845
Cl 1.629 0.465 1.580
C -0.488 1.984 4.122
H -0.769 1.819 5.178
C -0.581 3.316 3.609
C -1.257 4.396 4.267
C -1.374 5.632 3.655
C -0.795 5.871 2.391
C -0.071 4.846 1.748
C 0.060 3.601 2.355
H -1.686 4.225 5.267
H -1.929 6.432 4.144
H 0.373 5.028 0.773
H 0.693 2.822 1.915
H -0.901 6.836 1.912
C -0.938 -3.316 6.387
O 0.065 -2.587 5.693
P 0.359 -1.366 4.693
O 1.453 -0.518 5.577
C 0.941 0.092 6.789
O 1.390 -2.120 3.649
C 0.733 -2.749 2.520
H -0.840 -4.381 6.124
H -1.942 -2.953 6.132
H -0.788 -3.236 7.476
H -0.159 0.206 6.842
H 1.299 -0.502 7.639
H 1.376 1.094 6.811
H -0.252 -3.186 2.783
H 0.582 -2.011 1.700
H 1.420 -3.539 2.193
```

⟨S²⟩	6.223
multiplicity	5
E	-4075.6201	Eh
E_LUMO (spin up / spin down)	2.33 / 2.49	eV
strongest force on any atom	1.43	eV/Å
total charge	-1
HOMO energy (spin up / spin down)	-2.378 / -3.262	eV
Kohn-Sham gap (spin up / spin down)	4.71 / 5.75	eV



Which of these has the lowest strongest force on any atom?
C28H48As2N2O2PS3W